# 1
10
Properties=species:S:1:pos:R:3 method="wB97M-V/def2-TZVPD" e_lumo_ev="-1.97 / -2.77" homo_lumo_gap_ev="7.4 / 6.6" de_lowest_kcal_mol=124.0
C -1.70 2.67 1.94
C -0.24 -0.45 1.20
C -0.89 -0.91 -0.18
N -2.11 3.75 2.05
N -0.52 0.62 1.78
N -1.46 1.44 1.76
S 0.37 -1.78 -1.14
H 0.81 -0.92 1.42
H -1.80 -1.49 -0.03
H -1.17 0.10 -0.59

# 2
98
Properties=species:S:1:pos:R:3 method="wB97M-V/def2-TZVPD" e_lumo_ev=-0.94 homo_lumo_gap_ev=8.0 smiles="CCCCCC1=C(C(F)(F)F)C(=O)C(CCCCCCCSc2nnco2)=C(CCCCCN)C1=O.CC(C)O.CC(C)O"
C 4.87 1.18 2.79
C 4.05 1.56 4.03
C 3.11 2.75 3.82
C 1.67 2.48 4.32
C 0.63 3.29 3.50
C 0.02 2.46 2.41
C -0.87 1.48 2.53
C -1.44 1.02 3.84
F -2.57 0.35 3.69
F -1.69 2.04 4.67
F -0.58 0.21 4.48
C -1.28 0.80 1.26
O -2.40 0.41 1.04
C -0.21 0.65 0.23
C -0.23 -0.62 -0.58
C 1.00 -1.50 -0.29
C 0.69 -2.99 -0.02
C 1.65 -3.93 -0.77
C 2.43 -4.93 0.07
C 1.71 -5.62 1.23
C 0.35 -6.23 0.86
S -0.75 -6.38 2.29
C -2.14 -5.43 1.89
N -2.92 -4.89 2.77
N -3.99 -4.36 2.07
C -3.74 -4.59 0.83
O -2.58 -5.29 0.62
C 0.65 1.66 0.08
C 1.72 1.72 -0.96
C 1.64 2.94 -1.90
C 2.76 3.96 -1.66
C 2.44 5.35 -2.24
C 3.51 5.86 -3.20
N 4.79 6.19 -2.56
C 0.49 2.80 1.02
O 0.73 3.95 0.73
H 4.33 1.42 1.88
H 5.84 1.64 2.78
H 5.04 0.11 2.78
H 4.75 1.79 4.83
H 3.50 0.68 4.36
H 3.03 2.99 2.77
H 3.50 3.61 4.36
H 1.48 1.43 4.17
H 1.56 2.72 5.37
H -0.13 3.75 4.12
H 1.15 4.11 3.02
H -0.31 -0.38 -1.63
H -1.11 -1.16 -0.25
H 1.51 -1.09 0.58
H 1.70 -1.40 -1.12
H 0.73 -3.15 1.05
H -0.32 -3.18 -0.37
H 1.12 -4.48 -1.55
H 2.38 -3.33 -1.29
H 2.80 -5.72 -0.58
H 3.32 -4.46 0.48
H 2.35 -6.45 1.54
H 1.61 -4.99 2.10
H -0.16 -5.69 0.07
H 0.51 -7.24 0.49
H -4.34 -4.34 -0.02
H 2.70 1.73 -0.47
H 1.67 0.83 -1.57
H 1.73 2.60 -2.92
H 0.68 3.43 -1.81
H 2.99 4.03 -0.61
H 3.64 3.58 -2.18
H 1.46 5.35 -2.72
H 2.39 6.06 -1.41
H 3.71 5.08 -3.92
H 3.17 6.75 -3.71
H 5.27 5.35 -2.26
H 4.63 6.74 -1.73
C -0.73 -0.87 -5.38
C -0.70 0.38 -4.51
C -0.86 1.65 -5.33
O 0.51 0.43 -3.75
H 0.09 -0.85 -6.10
H -0.62 -1.77 -4.77
H -1.67 -0.94 -5.93
H -1.50 0.32 -3.76
H -0.04 1.74 -6.04
H -0.84 2.52 -4.68
H -1.80 1.64 -5.88
H 1.24 0.48 -4.37
C -7.91 -0.82 -0.26
C -7.39 -2.23 -0.06
C -6.83 -2.45 1.33
O -6.38 -2.53 -1.04
H -7.10 -0.10 -0.11
H -8.30 -0.69 -1.27
H -8.70 -0.59 0.46
H -8.19 -2.95 -0.25
H -5.98 -1.78 1.50
H -6.46 -3.47 1.44
H -7.57 -2.27 2.11
H -5.66 -1.90 -0.89

# 3
14
Properties=species:S:1:pos:R:3 method="wB97M-V/def2-TZVPD" e_lumo_ev=-0.52 homo_lumo_gap_ev=8.6 smiles="O=C1C=CC(O)=N1.C#CI" de_lowest_kcal_mol=52.2
C 1.23 0.68 -1.48
C 1.30 -0.65 -1.75
C 0.62 0.78 -0.14
C 0.64 -1.40 -0.48
C -2.38 0.21 1.14
C -1.88 -0.55 1.93
N 0.37 -0.39 0.46
O 0.48 1.95 0.35
O 0.35 -2.53 -0.43
I -0.71 -1.59 3.18
H 1.47 1.55 -2.10
H 1.54 -1.04 -2.76
H -3.08 0.95 0.88
H 0.04 2.01 1.21

# 4
51
Properties=species:S:1:pos:R:3 method="wB97M-V/def2-TZVPD" e_lumo_ev="-4.12 / -4.12" homo_lumo_gap_ev="7.1 / 7.1" de_lowest_kcal_mol=0.0 total_charge=+1
Pd 0.99 -0.22 0.58
C -1.17 -3.96 1.45
C -0.28 -2.78 1.72
O -0.10 -1.94 0.82
N 0.29 -2.67 2.92
C 1.20 -1.59 3.27
C 0.47 -0.29 3.54
C 0.14 0.03 4.85
C -0.54 1.20 5.13
C -0.90 2.01 4.07
C -0.55 1.63 2.79
N 0.14 0.52 2.51
H -1.59 -3.87 0.46
H -1.96 -4.01 2.20
H -0.58 -4.88 1.51
H 0.09 -3.38 3.60
H 1.94 -1.47 2.48
H 1.74 -1.89 4.16
H 0.44 -0.65 5.64
H -0.80 1.46 6.15
H -1.45 2.93 4.22
H -0.86 2.24 1.96
N 2.17 -1.25 -0.66
C 1.82 -1.61 -1.73
C 1.48 -1.99 -2.98
C 0.73 -3.18 -3.17
N 0.11 -4.14 -3.31
C 1.84 -1.11 -4.05
N 2.10 -0.36 -4.88
C 1.67 1.75 -1.46
N 2.38 2.90 -1.96
C 3.82 2.65 -1.87
N 4.23 2.43 -0.48
C 3.54 1.28 0.05
N 2.04 1.47 -0.01
C 1.72 2.72 0.76
N 2.42 3.87 0.24
C 2.05 4.07 -1.16
C 3.87 3.61 0.30
H 1.94 0.88 -2.05
H 0.59 1.91 -1.51
H 4.36 3.51 -2.27
H 4.07 1.77 -2.47
H 3.81 1.12 1.09
H 3.79 0.40 -0.53
H 2.00 2.55 1.80
H 0.65 2.89 0.67
H 2.58 4.94 -1.55
H 0.97 4.26 -1.22
H 4.16 3.46 1.34
H 4.40 4.48 -0.09